Record 1
{"formula": "C22H15BrCl2IrN3O4S2", "method": "wB97M-V/def2-TZVPD", "species": ["Ir", "C", "S", "C", "S", "N", "N", "C", "C", "C", "C", "C", "C", "N", "H", "H", "H", "H", "H", "H", "H", "H", "Cl", "C", "C", "C", "Cl", "C", "O", "C", "C", "O", "C", "H", "H", "H", "Br", "C", "C", "C", "C", "C", "C", "C", "O", "O", "H", "H", "H", "H"], "xyz": [[0.75, -1.01, 0.41], [0.65, 1.85, 4.87], [1.37, 0.19, 5.06], [1.27, -0.48, 3.47], [1.24, 0.54, 2.08], [1.39, -1.76, 3.37], [1.27, -2.18, 2.07], [1.53, -3.43, 1.88], [1.22, -4.01, 0.60], [1.33, -5.36, 0.34], [0.90, -5.83, -0.89], [0.37, -4.93, -1.80], [0.29, -3.59, -1.46], [0.72, -3.13, -0.28], [1.01, 2.42, 5.72], [-0.43, 1.78, 4.89], [0.98, 2.33, 3.95], [1.91, -4.01, 2.72], [1.74, -6.02, 1.09], [0.98, -6.88, -1.13], [0.01, -5.25, -2.76], [-0.12, -2.86, -2.13], [-5.61, -0.63, -2.95], [-4.26, -0.45, -1.88], [-4.47, -0.46, -0.51], [-3.39, -0.37, 0.35], [-3.64, -0.40, 2.06], [-2.09, -0.26, -0.14], [-1.08, -0.23, 0.74], [-1.92, -0.18, -1.52], [-0.52, -0.02, -2.03], [0.36, -0.91, -1.51], [-2.99, -0.30, -2.39], [-5.47, -0.56, -0.10], [-0.51, -0.08, -3.12], [-2.84, -0.26, -3.46], [-0.67, 3.45, 1.07], [0.58, 4.09, -0.19], [0.88, 5.45, -0.21], [1.75, 5.93, -1.18], [2.30, 5.08, -2.13], [1.99, 3.73, -2.10], [1.14, 3.23, -1.12], [0.86, 1.77, -1.08], [-0.11, 1.40, -1.86], [1.54, 1.01, -0.38], [0.43, 6.11, 0.51], [1.99, 6.99, -1.20], [2.96, 5.46, -2.89], [2.41, 3.06, -2.84]], "max_force_ha_per_bohr": 0.0248, "e_lumo_ev": [-4.77, -5.33], "total_charge": 1, "spin_multiplicity": 2, "e_homo_ev": [-10.80, -10.82], "relative_energy_kcal_mol": 51.8}

***

Record 2
{"formula": "C32H35AsBrIrN4O5", "method": "wB97M-V/def2-TZVPD", "species": ["Ir", "C", "C", "N", "O", "C", "C", "N", "O", "H", "H", "H", "H", "H", "H", "H", "O", "C", "C", "C", "N", "C", "Br", "C", "H", "H", "H", "H", "O", "C", "O", "C", "N", "C", "C", "C", "H", "H", "H", "H", "H", "H", "H", "H", "H", "C", "C", "C", "C", "C", "C", "As", "C", "C", "C", "C", "C", "C", "C", "C", "C", "C", "C", "C", "H", "H", "H", "H", "H", "H", "H", "H", "H", "H", "H", "H", "H", "H", "H"], "xyz": [[-0.36, 0.66, 0.91], [2.48, 2.26, 3.66], [1.78, 1.48, 2.60], [0.55, 1.10, 2.70], [-0.11, 1.55, 3.84], [2.42, 1.03, 1.41], [3.90, 0.91, 1.24], [1.59, 0.64, 0.47], [1.96, 0.13, -0.61], [1.88, 3.13, 3.94], [3.46, 2.57, 3.33], [2.58, 1.65, 4.57], [-0.64, 0.80, 4.14], [4.36, 0.51, 2.14], [4.36, 1.88, 1.02], [4.11, 0.25, 0.40], [-4.66, 5.13, 0.64], [-3.81, 4.14, 0.90], [-2.87, 4.16, 1.92], [-2.03, 3.09, 2.08], [-2.08, 1.99, 1.29], [-3.03, 1.97, 0.33], [-3.18, 0.38, -0.64], [-3.90, 3.00, 0.09], [-4.55, 5.87, 1.25], [-2.79, 5.00, 2.60], [-1.29, 3.07, 2.86], [-4.63, 2.95, -0.70], [0.83, 3.20, -1.13], [0.35, 2.18, -1.63], [-0.39, 1.32, -1.09], [0.66, 1.90, -3.10], [1.45, 3.09, -3.61], [0.72, 3.68, -4.79], [-0.13, 2.52, -5.29], [-0.59, 1.84, -4.00], [1.26, 1.00, -3.14], [2.40, 2.83, -3.85], [1.48, 3.69, -2.76], [1.43, 4.05, -5.52], [0.11, 4.50, -4.43], [0.48, 1.84, -5.89], [-0.96, 2.86, -5.91], [-0.92, 0.81, -4.15], [-1.40, 2.39, -3.54], [4.05, -3.76, 0.52], [3.56, -3.08, 1.63], [2.34, -2.42, 1.56], [1.61, -2.45, 0.38], [2.10, -3.10, -0.74], [3.32, -3.76, -0.66], [-0.13, -1.65, 0.43], [-0.87, -2.54, 1.97], [-0.65, -3.91, 2.14], [-1.11, -4.54, 3.29], [-1.80, -3.83, 4.26], [-2.03, -2.47, 4.09], [-1.57, -1.83, 2.94], [-1.09, -2.29, -1.09], [-0.66, -1.90, -2.36], [-1.26, -2.45, -3.48], [-2.30, -3.37, -3.33], [-2.75, -3.71, -2.07], [-2.15, -3.18, -0.94], [4.99, -4.28, 0.58], [4.12, -3.08, 2.56], [1.96, -1.90, 2.43], [1.54, -3.13, -1.66], [3.70, -4.29, -1.53], [-0.11, -4.47, 1.39], [-0.94, -5.60, 3.42], [-2.15, -4.33, 5.15], [-2.57, -1.92, 4.84], [-1.76, -0.77, 2.80], [0.14, -1.17, -2.45], [-0.92, -2.17, -4.47], [-2.75, -3.81, -4.21], [-3.57, -4.41, -1.96], [-2.51, -3.44, 0.05]], "max_force_ha_per_bohr": 0.0696, "e_lumo_ev": [-6.45, -6.45], "total_charge": 2, "spin_multiplicity": 1, "e_homo_ev": [-13.39, -13.39], "relative_energy_kcal_mol": 52.8}

***

Record 3
{"formula": "C2H2NO2P2", "method": "wB97M-V/def2-TZVPD", "species": ["O", "C", "N", "P", "C", "P", "O", "H", "H"], "xyz": [[-1.14, -2.45, -2.49], [-0.80, -1.83, -1.52], [-0.61, -1.08, -0.60], [0.50, -0.77, 0.63], [0.82, 0.87, 0.01], [0.47, 2.43, 0.96], [-0.32, 2.20, 2.23], [-0.55, -0.25, 1.39], [1.62, 0.87, -0.62]], "max_force_ha_per_bohr": 0.0977, "e_lumo_ev": 3.54, "smiles": "O=C=NP/C=P\\[O-]", "total_charge": -1, "spin_multiplicity": 1, "e_homo_ev": -3.47, "relative_energy_kcal_mol": 20.0}

***

Record 4
{"formula": "C5H5N2O4S", "method": "wB97M-V/def2-TZVPD", "species": ["C", "C", "O", "S", "O", "O", "N", "C", "O", "C", "C", "N", "H", "H", "H", "H", "H"], "xyz": [[1.86, 0.13, -1.06], [0.48, 0.16, -0.39], [0.41, 1.32, 0.42], [-1.13, 1.77, 0.64], [-1.09, 2.81, 1.63], [-1.60, 2.18, -0.63], [-1.85, 0.47, 1.17], [-1.50, -0.77, 1.24], [-2.08, -1.74, 1.73], [-0.01, -1.08, 0.44], [-0.14, -2.12, -0.44], [-0.23, -2.72, -1.41], [2.83, -0.05, -0.40], [1.97, 1.23, -1.29], [1.96, -0.59, -1.93], [-0.35, 0.22, -1.16], [0.49, -1.23, 1.44]], "max_force_ha_per_bohr": 0.1019, "e_lumo_ev": 3.50, "smiles": "C[C@@H]1O[S@@](=O)([O-])=NC(=O)[C@H]1C#N", "total_charge": -1, "spin_multiplicity": 1, "e_homo_ev": -5.61, "relative_energy_kcal_mol": 0.0}